The following is a DFT calculation (the ωB97M-V functional and the def2-TZVPD basis) of a 2-piece molecular cluster, C2H6O3 overall in a non-equilibrium geometry.

The value obtained for the total energy is -305.48647 hartree. Its relative energy (zero: lowest compared OMol25 entry of this formula, charge and spin) is 1.798 eV.

Last column: Mulliken charge in e.
Geometry (Å):
O 4.173 0.242 -0.308  -0.463
C 3.835 -0.340 0.722  0.259
O 4.411 -1.520 1.150  -0.410
H 2.983 0.062 1.353  0.285
H 4.564 -1.906 0.273  0.328
C -3.419 0.415 -0.857  -0.437
O -2.873 1.351 0.046  -0.500
H -2.963 -0.566 -0.927  0.238
H -3.270 0.883 -1.844  0.184
H -4.525 0.372 -0.567  0.217
H -2.915 1.007 0.958  0.298